No. 1
Formula: C11H35N11O6P
Source: OMol25
Level of theory: the ωB97M-V functional and the def2-TZVPD basis

Properties
Net charge: +1

Each atom is followed by the atoms it is bonded to, with distances in Å.
Atoms and positions in Å:
1 C -2.995 -1.156 5.245  P2 1.841, H10 1.087, H11 1.086, H12 1.082
2 P -2.136 -1.448 3.643  C1 1.841, C3 1.857, C4 1.884
3 C -2.994 -0.265 2.498  P2 1.857, H13 1.084, H14 1.087, H15 1.089
4 C -0.409 -0.825 4.066  P2 1.884, C5 1.541, O9 1.436, H16 1.083
5 C 0.443 -0.471 2.832  C4 1.541, N6 1.502, H17 1.086, H18 1.086
6 N 1.244 0.791 2.980  C5 1.502, C7 1.503, H19 1.020, H20 1.022
7 C 0.550 1.937 3.659  N6 1.503, C8 1.524, H21 1.083, H22 1.085
8 C -0.635 1.489 4.507  C7 1.524, O9 1.398, H23 1.085, H24 1.094
9 O -0.419 0.219 5.052  C4 1.436, C8 1.398
10 H -3.064 -0.087 5.430  C1 1.087
11 H -2.350 -1.571 6.014  C1 1.086
12 H -3.964 -1.635 5.240  C1 1.082
13 H -3.697 -0.801 1.871  C3 1.084
14 H -2.348 0.307 1.836  C3 1.087
15 H -3.591 0.421 3.097  C3 1.089
16 H 0.066 -1.665 4.558  C4 1.083
17 H -0.117 -0.461 1.902  C5 1.086
18 H 1.162 -1.275 2.705  C5 1.086
19 H 2.149 0.605 3.411  N6 1.020
20 H 1.471 1.104 2.034  N6 1.022
21 H 1.274 2.432 4.295  C7 1.083
22 H 0.217 2.639 2.902  C7 1.085
23 H -0.720 2.184 5.335  C8 1.085
24 H -1.565 1.556 3.936  C8 1.094
25 C 4.172 4.201 5.202  O26 1.225, N27 1.369, N28 1.359
26 O 3.654 4.099 4.097  C25 1.225
27 N 4.094 3.223 6.157  C25 1.369, H29 1.003, H30 1.000
28 N 4.874 5.307 5.564  C25 1.359, H31 1.004, H32 1.003
29 H 4.517 3.297 7.062  N27 1.003
30 H 3.595 2.386 5.926  N27 1.000
31 H 4.954 6.043 4.886  N28 1.004
32 H 5.312 5.420 6.458  N28 1.003
33 C -0.962 -0.307 -1.216  O34 1.228, N35 1.347, N36 1.378
34 O -0.737 -1.377 -0.657  C33 1.228
35 N -1.361 -0.231 -2.499  C33 1.347, H37 1.003, H38 1.010
36 N -0.804 0.897 -0.565  C33 1.378, H39 0.999, H40 1.003
37 H -1.537 0.630 -2.982  N35 1.003
38 H -1.464 -1.095 -3.014  N35 1.010
39 H -0.506 0.862 0.387  N36 0.999
40 H -0.971 1.789 -0.992  N36 1.003
41 C 3.233 -1.852 -1.440  O42 1.213, N43 1.362, N44 1.377
42 O 4.281 -2.310 -1.846  C41 1.213
43 N 2.218 -1.455 -2.256  C41 1.362, H45 1.003, H46 1.004
44 N 2.969 -1.705 -0.096  C41 1.377, H47 1.003, H48 1.002
45 H 1.358 -1.069 -1.914  N43 1.003
46 H 2.348 -1.561 -3.246  N43 1.004
47 H 3.681 -1.998 0.546  N44 1.003
48 H 2.088 -1.372 0.249  N44 1.002
49 C -0.148 -2.332 -5.589  O50 1.234, N51 1.349, N52 1.364
50 O -0.865 -1.549 -4.959  C49 1.234
51 N 0.009 -2.229 -6.925  C49 1.349, H53 1.002, H54 1.009
52 N 0.526 -3.342 -4.970  C49 1.364, H55 1.004, H56 1.003
53 H 0.571 -2.853 -7.473  N51 1.002
54 H -0.504 -1.503 -7.403  N51 1.009
55 H 0.415 -3.438 -3.977  N52 1.004
56 H 1.114 -3.993 -5.457  N52 1.003
57 C -3.019 -0.763 -8.451  O58 1.223, N59 1.364, N60 1.368
58 O -1.975 -1.218 -8.896  C57 1.223
59 N -4.047 -0.387 -9.264  C57 1.364, H61 1.002, H62 1.003
60 N -3.235 -0.603 -7.110  C57 1.368, H63 1.008, H64 1.002
61 H -4.914 -0.016 -8.927  N59 1.002
62 H -3.914 -0.497 -10.252  N59 1.003
63 H -2.503 -0.883 -6.476  N60 1.008
64 H -4.087 -0.237 -6.731  N60 1.002

---

No. 2
Formula: C20H16N2O4
Source: OMol25
Level of theory: the ωB97M-V functional and the def2-TZVPD basis

Properties
ΔE to the lowest compared entry with this formula, charge and spin, kcal/mol: 36.0
Structure (SMILES): O=C(OCc1ccc(COC(=O)c2ccccn2)cc1)c1ccccn1

Each atom is followed by the atoms it is bonded to, with distances in Å.
Atoms and positions in Å:
1 O 3.367 -0.496 -0.415  C2 1.202
2 C 2.850 -0.897 -1.423  O1 1.202, O3 1.342, C33 1.494
3 O 1.796 -0.310 -2.012  C2 1.342, C4 1.433
4 C 1.254 0.851 -1.371  O3 1.433, C5 1.506, H31 1.096, H32 1.092
5 C 0.123 0.470 -0.452  C4 1.506, C6 1.388, C10 1.390
6 C -1.197 0.581 -0.869  C5 1.388, C7 1.382, H30 1.080
7 C -2.231 0.217 -0.026  C6 1.382, C8 1.388, H29 1.080
8 C -1.962 -0.275 1.244  C7 1.388, C9 1.390, C13 1.508
9 C -0.640 -0.414 1.649  C8 1.390, C10 1.382, H12 1.080
10 C 0.394 -0.039 0.812  C5 1.390, C9 1.382, H11 1.080
11 H 1.418 -0.142 1.137  C10 1.080
12 H -0.423 -0.804 2.633  C9 1.080
13 C -3.087 -0.632 2.182  C8 1.508, H14 1.095, H15 1.095, O16 1.423
14 H -4.017 -0.153 1.860  C13 1.095
15 H -3.233 -1.717 2.209  C13 1.095
16 O -2.813 -0.290 3.536  C13 1.423, C17 1.335
17 C -2.450 0.952 3.868  O16 1.335, O18 1.202, C19 1.505
18 O -2.133 1.203 5.000  C17 1.202
19 C -2.415 2.006 2.794  C17 1.505, N20 1.328, C24 1.392
20 N -3.514 2.209 2.078  C19 1.328, C21 1.320
21 C -3.495 3.159 1.162  N20 1.320, C22 1.386, H28 1.082
22 C -2.382 3.942 0.897  C21 1.386, C23 1.386, H27 1.079
23 C -1.239 3.736 1.653  C22 1.386, C24 1.384, H26 1.080
24 C -1.256 2.761 2.635  C19 1.392, C23 1.384, H25 1.078
25 H -0.401 2.570 3.263  C24 1.078
26 H -0.352 4.330 1.486  C23 1.080
27 H -2.412 4.695 0.125  C22 1.079
28 H -4.419 3.292 0.614  C21 1.082
29 H -3.255 0.323 -0.352  C7 1.080
30 H -1.418 0.965 -1.854  C6 1.080
31 H 2.055 1.345 -0.810  C4 1.096
32 H 0.904 1.494 -2.181  C4 1.092
33 C 3.288 -2.102 -2.189  C2 1.494, N34 1.327, C38 1.393
34 N 4.521 -2.527 -1.939  C33 1.327, C35 1.317
35 C 4.959 -3.593 -2.575  N34 1.317, C36 1.390, H42 1.082
36 C 4.193 -4.302 -3.494  C35 1.390, C37 1.386, H41 1.079
37 C 2.905 -3.862 -3.752  C36 1.386, C38 1.385, H40 1.080
38 C 2.437 -2.739 -3.089  C33 1.393, C37 1.385, H39 1.078
39 H 1.441 -2.361 -3.254  C38 1.078
40 H 2.275 -4.385 -4.457  C37 1.080
41 H 4.596 -5.172 -3.990  C36 1.079
42 H 5.970 -3.894 -2.338  C35 1.082

---

no.,HOMO-LUMO gap (eV)
1,8.0
2,9.6